Entry 1:
C23H33Br2CsN8O2 as an isolated structure, computed with ωB97M-V/def2-TZVPD.

Geometry as ORCA input:
```
! RIJCOSX wB97M-V def2-TZVPD def2/J DEFGRID3
* xyz 0 1
Cs 0.7313 0.4478 0.0672
Br 1.8278 5.0298 -2.6417
C 1.1557 4.9575 -0.8773
C 0.7867 6.1767 -0.2785
C 0.2917 6.2294 0.9866
Br -0.2261 7.8951 1.7093
C 0.1264 5.0277 1.7275
C -0.3972 4.9793 3.0440
C -0.5763 3.7874 3.6702
C -0.2308 2.6054 2.9832
N 0.2800 2.6037 1.7796
C 0.4747 3.8000 1.1206
C 1.0444 3.7190 -0.2338
O 1.3823 2.5971 -0.7402
H 0.9042 7.0909 -0.8457
H -0.6555 5.9078 3.5372
H -0.9765 3.7331 4.6753
H -0.3777 1.6385 3.4614
C -1.6124 -3.8022 1.5948
N -2.9748 -3.6487 1.1396
C -4.0563 -4.0668 1.9997
C -5.2605 -3.4961 1.2740
N -4.7075 -2.3081 0.6382
C -5.5286 -1.7370 -0.4149
C -3.3212 -2.4666 0.4757
N -2.4524 -1.7416 -0.0955
C -2.7502 -0.4644 -0.7224
C -3.1784 0.6282 0.2443
N -3.1879 1.8593 -0.5284
C -3.3246 3.0160 -0.0019
N -3.3991 4.1588 -0.7844
C -2.8692 4.1099 -2.1328
C -3.1586 5.3362 0.0256
C -3.6511 4.8642 1.3773
N -3.3715 3.4316 1.3349
C -4.0613 2.6486 2.3475
H -1.3799 -4.8579 1.7400
H -1.4470 -3.2742 2.5445
H -0.9358 -3.3839 0.8556
H -3.9597 -3.6417 3.0081
H -4.1007 -5.1516 2.0898
H -6.0709 -3.2307 1.9522
H -5.6506 -4.1986 0.5276
H -6.5379 -1.5920 -0.0293
H -5.5899 -2.3999 -1.2866
H -5.1682 -0.7676 -0.7367
H -3.4236 -0.5166 -1.5781
H -1.8210 -0.0858 -1.1377
H -2.4642 0.6101 1.0807
H -4.1574 0.4058 0.6797
H -3.1463 3.1634 -2.5864
H -1.7752 4.2016 -2.1458
H -3.2967 4.9201 -2.7240
H -3.7129 6.1973 -0.3463
H -2.0998 5.5969 0.0486
H -4.7282 5.0426 1.4872
H -3.1298 5.3366 2.2089
H -4.0421 3.2157 3.2787
H -3.5854 1.6960 2.5425
H -5.1120 2.4696 2.0866
C 4.4509 -0.8572 0.3335
C 3.3396 -1.8749 0.3834
N 3.6321 -3.1245 -0.0549
O 2.2140 -1.5702 0.7564
H 5.4439 -1.3044 0.3883
H 4.3274 -0.1496 1.1485
H 4.3811 -0.3027 -0.6055
H 4.5501 -3.3659 -0.3778
H 2.8948 -3.8075 -0.0788
*
```

The highest occupied orbital energy is -6.7 eV. The HOMO-LUMO gap is 6.60 eV. The energy above the lowest of the compared OMol25 structures with the same formula, charge and spin is 1.189 eV.

---

Entry 2:
C23H33BrMnN6O2SSi as an isolated structure, computed with ωB97M-V/def2-TZVPD.

Geometry as ORCA input:
```
! RIJCOSX wB97M-V def2-TZVPD def2/J DEFGRID3
* xyz 0 6
Mn -1.2497 0.5497 -1.7072
C 1.9540 -2.4221 -1.9843
C 1.2800 -1.1695 -1.4177
N -0.1794 -1.1369 -1.7001
N -0.8152 -2.3136 -1.5316
C -2.0511 -2.5889 -1.9731
N -2.4398 -3.8900 -1.8695
S -3.0561 -1.3799 -2.6300
C 1.7370 0.1063 -2.1122
C 2.9869 0.3216 -2.6878
C 3.3421 1.5888 -3.1749
C 2.4426 2.6216 -3.0186
C 1.1987 2.3426 -2.4750
N 0.8320 1.1107 -2.0653
H 1.7455 -3.3305 -1.3845
H 3.0460 -2.2772 -2.0149
H 1.6409 -2.6165 -3.0278
H -0.2812 -3.0781 -1.1096
H -2.0090 -4.5534 -1.2203
H -3.2846 -4.2054 -2.3376
H 3.6631 -0.5004 -2.7701
H 4.3296 1.7424 -3.6015
H 2.6711 3.6313 -3.2909
H 0.4417 3.1247 -2.3041
Br -0.3796 1.7639 2.3568
C -0.9100 3.0083 1.0324
C -0.8509 4.3610 1.4630
C -1.2688 5.3502 0.5759
C -1.7160 4.9901 -0.6872
C -1.6974 3.6626 -1.0432
N -1.2894 2.6706 -0.2017
C -2.2104 3.2979 -2.3611
O -2.6849 4.1640 -3.1332
O -2.1524 2.0117 -2.6810
H -0.4562 4.5799 2.4433
H -1.2899 6.3957 0.8410
H -2.0431 5.6937 -1.4399
C 4.6562 -1.4112 0.2694
Si 3.0982 -0.6568 1.0836
C 3.3386 1.1774 1.3070
C 2.9287 -1.4474 2.7603
C 1.4676 -1.0216 0.1354
H 5.4843 -1.1912 0.9909
H 4.9195 -0.9030 -0.6887
H 4.6211 -2.5044 0.1065
H 4.2655 1.3214 1.9103
H 2.5103 1.6555 1.8725
H 3.4435 1.6999 0.3424
H 3.8279 -1.1565 3.3524
H 2.9668 -2.5592 2.7047
H 2.0167 -1.1309 3.3067
H 0.8464 -0.1837 0.4879
H 1.1101 -1.9587 0.6312
C -4.5174 -2.2624 1.7624
C -3.3289 -1.4362 2.2803
C -2.1336 -2.3566 2.6404
C -3.7403 -0.5246 3.4265
C -2.8317 -0.5910 1.1727
N -2.3934 -0.1110 0.2176
H -4.8384 -2.9908 2.5385
H -4.2832 -2.8205 0.8167
H -5.3809 -1.6169 1.5314
H -2.4692 -3.1938 3.2782
H -1.3437 -1.7994 3.1757
H -1.6981 -2.7660 1.7180
H -4.1027 -1.1232 4.3027
H -4.5770 0.1378 3.0996
H -2.8590 0.0982 3.7101
*
```

The highest occupied orbital energy (spin up / spin down) is -6.1 / -6.5 eV. The HOMO-LUMO gap (spin up / spin down) is 6.38 / 6.72 eV. The energy above the lowest of the compared OMol25 structures with the same formula, charge and spin is 0.209 eV. As for the expectation value of S²: 8.76.

---

Entry 3:
A 2-piece molecular cluster, C23H33Cl2F7N2O7PS overall, computed with ωB97M-V/def2-TZVPD.

Geometry as ORCA input:
```
! RIJCOSX wB97M-V def2-TZVPD def2/J DEFGRID3
* xyz 1 1
C 6.3216 -0.7655 -0.0648
C 5.5691 0.5285 -0.3650
C 4.3030 0.2628 -1.1975
C 3.0863 0.1122 -0.2670
C 1.9643 -0.5539 -1.0552
C 0.5368 -0.4058 -0.4431
F 0.3862 0.9221 -0.1954
C 0.5282 -1.2978 0.7752
S 1.1953 -0.8349 2.4260
C 2.4824 -2.0139 2.7571
O 0.1130 -0.9230 3.3464
O 1.7945 0.4527 2.3452
N -0.0290 -2.4189 0.4891
P -0.3752 -3.9995 1.3992
O -0.2671 -3.5965 2.9330
Cl 1.4299 -4.9626 1.1256
C -0.6131 -2.4277 -0.8831
O -2.0126 -2.6389 -0.5732
C -0.2625 -3.5765 -1.8090
C 1.1882 -3.7484 -2.2340
C 1.3281 -4.9716 -3.1511
Cl 1.8762 -6.4074 -2.2708
C -0.5744 -0.9373 -1.3619
C -0.3147 -0.8068 -2.8502
C -1.9948 -0.3214 -1.1152
O -2.7872 -0.2346 -2.0434
C -2.4109 0.2004 0.2688
F -1.9391 1.4471 0.4704
F -1.8536 -0.5706 1.2326
C -3.9567 0.2362 0.5084
F -4.1112 0.1060 1.8468
F -4.5593 -0.8203 -0.0564
C -4.6980 1.5559 0.1416
F -6.0036 1.2362 0.1334
F -4.5070 2.4790 1.0936
C -4.3925 2.1612 -1.2492
O -5.0025 1.7927 -2.2300
O -3.4116 3.1181 -1.2873
H 5.9814 -1.1664 0.8851
H 6.1436 -1.5259 -0.8137
H 7.3885 -0.6181 0.0099
H 6.1746 1.2468 -0.9003
H 5.2497 0.9943 0.5593
H 4.0911 1.0748 -1.8834
H 4.3986 -0.6366 -1.7945
H 2.8290 1.0944 0.0961
H 3.4143 -0.5068 0.5568
H 2.1898 -1.6155 -1.0869
H 1.9674 -0.1222 -2.0411
H 2.5537 -2.7821 1.9968
H 3.4128 -1.4661 2.7555
H 2.3368 -2.4721 3.7251
H 0.6314 -3.6943 3.2701
H -2.3542 -3.4147 -1.0224
H -0.8531 -3.4822 -2.7090
H -0.5675 -4.5174 -1.3588
H 1.5872 -2.9053 -2.7810
H 1.8515 -3.9222 -1.3962
H 1.9911 -4.7595 -3.9708
H 0.3603 -5.2084 -3.5756
H -0.9444 -1.4592 -3.4281
H 0.6983 -1.0517 -3.1187
H -0.4606 0.2153 -3.1618
H -2.6908 2.7374 -1.7930
C -3.5464 5.8629 3.4784
C -3.3031 5.3462 2.0647
C -2.1516 6.0617 1.3531
C -2.4323 7.4771 1.1217
N -2.6538 8.5869 0.9381
H -3.8444 6.9118 3.4726
H -4.3423 5.2946 3.9589
H -2.6479 5.7664 4.0908
H -4.2179 5.4448 1.4782
H -3.0682 4.2821 2.1093
H -1.9660 5.5841 0.3893
H -1.2335 5.9675 1.9357
*
```

The highest occupied orbital energy is -12.8 eV. The HOMO-LUMO gap is 7.38 eV. The energy above the lowest of the compared OMol25 structures with the same formula, charge and spin is 0.000 eV.

---

no.,largest force on an atom (eV/A),total energy (eV)
1,2.7,-181036.1906
2,4.8,-157500.1829
3,3.6,-105881.8407